C14H34Br8N6O12 | ωB97M-V/def2-TZVPD

F_max in eV/Å: 4.5
SMILES string: C[N+](=O)[O-].C[N+](=O)[O-].C[N+](=O)[O-].C[N+](=O)[O-].C[N+](=O)[O-].C[N+](=O)[O-].BrCCBr.BrCCBr.BrCCBr.BrCCBr
Total charge: 0
Kohn-Sham gap in eV: 9.243
Highest occupied orbital energy in eV: -10.06
Energy in Ha: -22376.74199
ΔE to the lowest compared entry with this formula, charge and spin in kcal/mol: 34.17

Each line ends with the Löwdin charge.
CARTESIAN COORDINATES (ANGSTROEM)
C -1.759 -30.310 16.018  -0.019
N -1.867 -30.369 14.563  -0.416
O -0.820 -30.466 13.952  0.073
O -2.958 -30.308 13.952  -0.035
H -2.655 -30.860 16.304  0.019
H -1.840 -29.329 16.487  0.108
H -0.909 -30.885 16.387  0.091
C -9.896 -29.247 12.350  0.054
N -10.952 -30.342 12.421  -0.389
O -10.986 -31.060 13.420  -0.017
O -11.561 -30.619 11.383  0.035
H -10.347 -28.376 12.826  0.106
H -9.605 -29.071 11.314  0.076
H -9.037 -29.479 12.979  0.057
C -7.020 -30.935 9.123  0.058
N -7.337 -29.915 10.147  -0.417
O -7.757 -28.839 9.797  0.078
O -7.349 -30.259 11.328  -0.015
H -7.035 -30.547 8.104  0.105
H -7.706 -31.776 9.222  0.087
H -6.049 -31.321 9.434  0.089
C -11.193 -33.831 14.961  0.004
N -11.418 -35.084 15.711  -0.414
O -12.032 -35.027 16.813  0.017
O -11.177 -36.164 15.204  0.061
H -10.326 -33.343 15.407  0.061
H -12.093 -33.260 15.193  0.106
H -11.074 -34.053 13.901  0.037
C -5.363 -27.835 13.217  0.022
N -6.523 -27.083 13.689  -0.440
O -6.930 -27.267 14.808  0.030
O -7.050 -26.263 12.921  0.048
H -5.259 -27.530 12.175  0.104
H -5.583 -28.901 13.254  0.070
H -4.481 -27.600 13.813  0.103
C -9.147 -30.645 18.920  0.048
N -8.589 -31.978 19.146  -0.386
O -8.199 -32.664 18.158  0.005
O -8.323 -32.372 20.284  0.062
H -8.482 -29.889 19.338  0.112
H -10.147 -30.635 19.353  0.108
H -9.289 -30.490 17.850  0.092
Br -3.811 -32.807 11.732  0.624
C -4.245 -34.196 13.016  -0.671
C -2.933 -34.694 13.589  -0.698
Br -1.762 -35.677 12.340  0.589
H -4.729 -34.957 12.403  0.026
H -4.877 -33.743 13.780  0.025
H -3.121 -35.395 14.401  0.046
H -2.381 -33.811 13.912  0.038
Br -2.040 -32.426 19.134  0.565
C -3.701 -33.394 19.686  -0.621
C -5.057 -33.109 18.834  -0.553
Br -4.990 -34.190 17.121  0.628
H -3.790 -33.075 20.724  0.039
H -3.451 -34.450 19.781  0.041
H -5.040 -32.024 18.734  0.029
H -5.938 -33.347 19.430  0.039
Br -8.097 -32.391 13.733  0.701
C -7.304 -30.883 14.804  -0.609
C -6.176 -31.411 15.628  -0.632
Br -5.262 -29.797 16.423  0.674
H -8.136 -30.473 15.376  0.059
H -7.023 -30.080 14.123  0.012
H -5.356 -31.924 15.124  0.018
H -6.605 -32.009 16.432  -0.011
Br -12.293 -34.161 11.216  0.618
C -10.349 -33.865 10.880  -0.654
C -9.560 -35.145 11.383  -0.574
Br -7.608 -34.743 11.017  0.551
H -9.991 -33.043 11.501  -0.009
H -10.208 -33.525 9.854  0.050
H -9.751 -36.112 10.919  0.053
H -9.661 -35.184 12.468  0.028

Atomic forces in eV per Å
-1.6 -1.4 1.2
0.0 0.8 -2.9
0.1 -0.1 0.3
1.3 0.0 2.0
0.0 0.1 0.5
0.2 0.1 -0.7
0.2 0.4 -0.5
-0.7 0.4 0.7
1.0 -2.0 -1.1
-0.3 1.3 -0.5
0.5 0.9 1.3
-0.2 0.2 -0.4
-0.4 0.0 0.3
-0.3 -0.6 -0.2
0.8 -0.7 0.1
-1.8 -0.2 1.0
0.4 0.5 -0.6
0.9 -0.3 -0.8
0.0 0.3 0.4
-0.2 0.3 0.2
0.1 0.0 -0.3
-0.2 0.2 0.6
-2.4 -1.9 2.1
1.6 0.8 -2.1
0.7 0.8 -0.3
0.0 0.0 -0.2
0.2 0.2 -0.4
0.0 0.1 0.3
0.4 -0.3 -1.1
-1.4 1.8 -0.7
0.0 -0.5 0.6
0.9 -1.1 0.5
0.3 -0.1 0.2
0.1 0.2 0.2
-0.3 0.0 0.0
-1.0 0.3 -0.5
3.2 -3.1 -0.5
-1.4 1.9 1.4
-1.1 1.2 -1.0
-0.1 -0.3 0.2
0.2 0.2 0.4
0.3 -0.2 0.1
-0.3 0.4 -0.2
0.7 -0.4 -0.9
-0.1 0.0 0.2
-0.6 0.4 0.3
-0.3 0.0 0.5
0.0 -0.3 -0.1
0.1 0.2 0.0
0.2 -0.4 0.2
-1.0 -0.5 -0.1
-1.0 -0.1 -0.2
2.8 -0.3 1.1
-0.1 0.9 1.4
-0.5 0.4 -0.2
0.1 0.1 -0.6
-0.2 -0.1 -1.0
0.1 -0.6 -0.3
0.8 0.7 0.6
-0.6 0.1 -1.0
0.1 0.7 0.6
-0.6 -0.8 0.1
0.2 -0.3 0.3
0.1 -0.5 -0.3
-0.4 0.1 -0.2
0.5 0.1 0.1
1.0 0.2 -0.2
0.4 -1.1 0.8
0.2 1.7 -0.7
-0.9 -0.3 0.1
-0.5 0.0 0.2
-0.1 -0.7 0.0
-0.2 0.4 -0.1
0.1 -0.2 -0.2